Entry 1:
Molecular formula: CHO5S
Method: DFT, ωB97M-V/def2-TZVPD

XYZ file:
```
8
Properties=species:S:1:pos:R:3:nbo_charge:R:1
C -0.0491 -0.2297 0.7846 0.266
O 1.0559 -0.6035 -1.4292 -0.978
O -1.4166 0.0943 -1.5178 -0.971
O 0.2908 1.6643 -0.9832 -0.999
O -1.0999 0.0886 1.5709 -0.281
O -0.7090 -1.3018 1.2676 -0.285
S -0.0276 0.2667 -1.0451 2.350
H 1.9555 0.0211 1.3522 -0.102
```

Values from the calculation:
Energy above the lowest of the compared OMol25 structures with the same formula, charge and spin in kJ/mol: 786.4
Total charge: -1
Frontier orbital gap (spin up / spin down) in eV: 8.978 / 8.251
HOMO level (spin up / spin down) in eV: -5.588 / -4.966
LUMO (spin up / spin down) in eV: 3.391 / 3.285

***

Entry 2:
Molecular formula: C4H23NO7Pt
Method: DFT, ωB97M-V/def2-TZVPD

XYZ file:
```
36
Properties=species:S:1:pos:R:3:nbo_charge:R:1
Pt -27.4496 13.6941 13.5096 1.455
O -25.9173 15.2139 14.2399 -0.964
H -25.4042 14.9804 15.0239 0.506
H -25.5527 16.0565 13.9311 0.528
O -27.3514 11.6995 11.5891 -0.976
H -27.6452 10.8965 11.1351 0.499
H -26.4265 11.7878 11.3269 0.486
O -27.9128 13.8776 15.8477 -0.951
H -28.6852 13.4103 16.1859 0.498
H -27.4224 14.1482 16.6362 0.515
O -29.2331 15.1080 13.5935 -1.001
H -29.3740 16.0327 13.3562 0.510
H -30.1417 14.7197 13.7403 0.505
O -26.9958 14.6719 11.5091 -0.959
H -26.2111 14.4667 10.9826 0.514
H -27.6398 15.0345 10.8838 0.524
O -25.6364 12.3463 13.7571 -0.967
H -25.6669 11.3819 13.6847 0.522
H -24.7421 12.5630 14.0551 0.519
C -30.7809 10.7716 12.4642 -0.646
C -30.4314 12.1922 12.9165 -0.079
C -31.6483 12.7543 13.6344 -0.087
O -31.4609 14.1727 13.7940 -0.564
C -32.4553 14.7508 14.6345 -0.266
N -29.1790 12.1019 13.8115 -0.852
H -30.9918 10.0803 13.2834 0.229
H -29.9947 10.3589 11.8234 0.217
H -31.6560 10.7231 11.8111 0.255
H -30.2246 12.7687 12.0164 0.222
H -31.8690 12.2724 14.5901 0.196
H -32.4551 12.6401 12.9066 0.222
H -33.4725 14.5499 14.2959 0.210
H -32.3204 15.8302 14.5542 0.213
H -32.3439 14.4667 15.6822 0.188
H -28.8971 11.1325 13.6840 0.404
H -29.6072 12.1083 14.7396 0.373
```

Values from the calculation:
Energy above the lowest of the compared OMol25 structures with the same formula, charge and spin in kJ/mol: 0.0
Total charge: +2
Frontier orbital gap (spin up / spin down) in eV: 9.775 / 9.266
HOMO level (spin up / spin down) in eV: -16.040 / -16.669
LUMO (spin up / spin down) in eV: -6.265 / -7.403
2S+1: 3

***

Entry 3:
Molecular formula: C20H33FO7
Method: DFT, ωB97M-V/def2-TZVPD

XYZ file:
```
61
Properties=species:S:1:pos:R:3:nbo_charge:R:1
C 2.6407 -2.0817 2.8174 -0.637
C 2.4219 -0.4578 2.8701 -0.422
C 1.3166 0.1128 1.7732 -0.092
O -0.0105 -0.0995 2.3806 -0.553
C -0.9682 -0.6918 1.4340 -0.100
C -2.3909 -0.9406 2.2282 -0.106
C -3.3957 -1.9379 1.7650 0.308
F -3.3744 -2.8862 0.6145 -0.310
C -4.6032 -1.7132 2.8829 0.717
O -5.5814 -2.5836 3.1467 -0.498
O -4.4302 -0.3586 3.5037 -0.498
C -2.9678 -0.2095 3.5775 0.763
O -2.1591 0.3391 4.4877 -0.470
H 1.7107 -2.7191 3.1346 0.221
H 3.5892 -2.3104 3.5038 0.218
H 2.9611 -2.3677 1.7252 0.202
H 2.1219 -0.1683 3.9818 0.226
H 3.4430 0.0458 2.5991 0.204
H 1.4443 -0.3373 0.7004 0.183
H 1.4648 1.2887 1.6719 0.212
H -0.5730 -1.6208 0.8423 0.218
H -1.1951 0.1540 0.6231 0.208
C 2.7720 4.7817 -1.2090 -0.432
C 2.8612 5.1382 0.2524 -0.432
C 1.6009 4.5122 0.8087 -0.068
O 1.3179 3.3600 0.0028 -0.547
C 2.1550 3.4010 -1.1611 -0.065
H 3.7350 4.8006 -1.7256 0.231
H 2.0945 5.4763 -1.7198 0.198
H 3.7427 4.6616 0.6971 0.200
H 2.9224 6.2132 0.4400 0.219
H 0.7484 5.1949 0.7267 0.166
H 1.7084 4.2123 1.8550 0.184
H 2.9224 2.6275 -1.0479 0.165
H 1.5608 3.1755 -2.0509 0.184
C -4.9757 -6.3177 1.4150 -0.432
C -4.9235 -6.1559 2.9122 -0.432
C -3.8579 -7.1571 3.3021 -0.068
O -2.9421 -7.2399 2.2014 -0.539
C -3.5239 -6.5723 1.0732 -0.068
H -5.3908 -5.4516 0.8935 0.222
H -5.5798 -7.1958 1.1574 0.199
H -4.5929 -5.1414 3.1642 0.207
H -5.8806 -6.3368 3.4079 0.220
H -4.2859 -8.1532 3.4565 0.163
H -3.3192 -6.8645 4.2080 0.182
H -2.9808 -5.6326 0.9248 0.164
H -3.4051 -7.1891 0.1781 0.182
C 2.9407 3.5157 -6.8493 -0.431
C 1.6941 4.1360 -6.2734 -0.431
C 1.8224 3.7992 -4.8038 -0.071
O 3.2253 3.7448 -4.5103 -0.543
C 3.9504 3.7530 -5.7477 -0.067
H 3.2446 3.9472 -7.8063 0.220
H 2.7882 2.4391 -6.9909 0.202
H 1.7232 5.2233 -6.4114 0.202
H 0.7695 3.7594 -6.7182 0.220
H 1.3964 2.8147 -4.5829 0.166
H 1.3401 4.5405 -4.1601 0.184
H 4.4253 4.7349 -5.8500 0.166
H 4.7318 2.9885 -5.7224 0.186
```

Values from the calculation:
Total charge: 0
Frontier orbital gap in eV: 7.768
SMILES: CCCOCC1=C(F)C(=O)OC1=O.C1CCOC1.C1CCOC1.C1CCOC1
HOMO level in eV: -9.301
LUMO in eV: -1.533

***

Entry 4:
Molecular formula: C13H23BI2NO7
Method: DFT, ωB97M-V/def2-TZVPD

XYZ file:
```
47
Properties=species:S:1:pos:R:3:nbo_charge:R:1
C 5.3216 0.6730 -1.3860 -0.242
O 4.1178 1.3442 -1.0264 -0.746
B 3.6533 1.1738 0.2546 1.241
O 4.4189 1.6213 1.3178 -0.923
C 2.2375 0.4868 0.4635 -0.722
C 2.3426 -0.8175 -0.2760 0.826
O 2.9199 -1.8192 0.0655 -0.601
O 1.6874 -0.7160 -1.4473 -0.509
C 0.5021 0.0652 -1.1586 0.093
C -0.5873 -0.7939 -0.5468 -0.477
C -0.7933 -2.1481 -1.2472 -0.393
C -1.3733 -3.1773 -0.2684 -0.406
C -0.3273 -3.6916 0.7363 -0.226
N -0.4330 -3.0019 2.0312 -0.847
C 1.0191 1.2073 -0.2397 -0.253
C 0.0999 1.7799 0.8555 -0.267
I 1.2455 3.4144 1.7318 0.057
C -1.3171 2.3318 0.5473 -0.352
C -2.4741 1.4182 1.0096 -0.652
I -1.5431 2.9704 -1.4809 0.089
H 6.1969 1.2689 -1.1142 0.177
H 5.2999 0.5090 -2.4646 0.191
H 5.3989 -0.3065 -0.9019 0.176
H 4.6451 0.9487 1.9666 0.501
H 2.0951 0.2341 1.5189 0.247
H 0.1601 0.4769 -2.1088 0.217
H -1.5147 -0.2308 -0.6532 0.246
H -0.4078 -0.9648 0.5196 0.224
H 0.1539 -2.5309 -1.6372 0.208
H -1.4598 -2.0235 -2.1064 0.208
H -2.1786 -2.6945 0.2990 0.211
H -1.8074 -4.0136 -0.8230 0.202
H -0.4258 -4.7810 0.8431 0.162
H 0.6802 -3.5054 0.3476 0.200
H -1.2109 -3.3639 2.5686 0.353
H 0.4082 -3.1361 2.5780 0.356
H 1.4660 2.0149 -0.8226 0.243
H 0.0092 1.0678 1.6763 0.223
H -1.4297 3.2600 1.1007 0.237
H -3.1161 1.9588 1.7061 0.254
H -2.0862 0.5356 1.5272 0.198
H -3.1212 1.0750 0.2057 0.266
C -5.7044 2.0085 -0.5832 0.942
O -6.1440 1.4137 -1.5924 -0.821
O -5.4528 3.4001 -0.8076 -0.789
O -5.4432 1.5979 0.5527 -0.792
H -5.7282 3.4602 -1.7308 0.468
```

Values from the calculation:
Total charge: -1
Frontier orbital gap in eV: 6.583
HOMO level in eV: -4.574
LUMO in eV: 2.008

***

Entry 5:
Molecular formula: C3H15NO3S
Method: DFT, ωB97M-V/def2-TZVPD

XYZ file:
```
23
Properties=species:S:1:pos:R:3:nbo_charge:R:1
C -0.2073 2.0594 0.2560 -0.648
C -0.3231 0.8744 1.2478 -0.058
C -0.2465 -0.4736 0.4844 -0.726
S -1.4764 -0.7565 -0.6670 0.396
N 0.6851 0.7500 2.2859 -0.763
H 0.6496 1.8525 -0.3695 0.232
H -1.0552 2.0870 -0.4253 0.221
H -0.0790 3.0148 0.6977 0.219
H -1.2776 1.0413 1.7567 0.186
H -0.2233 -1.2484 1.2846 0.324
H 0.7724 -0.5528 0.0491 0.380
H 0.2093 -6.4751 -2.3176 -0.003
H 0.5007 -6.6414 -2.9687 0.003
H 1.5389 0.3627 1.9014 0.403
H 0.9439 1.6528 2.6464 0.370
H 3.4624 0.3415 -0.2341 0.458
O 2.5425 0.1663 0.0289 -0.980
H -2.9485 0.9795 0.1232 0.459
H -4.4082 1.3932 -0.0719 0.472
O -3.4973 1.7187 -0.0224 -0.942
H 2.0728 -0.4578 -1.4176 0.483
H 0.7140 -0.8685 -2.0774 0.442
O 1.6510 -0.8199 -2.1907 -0.928
```

Values from the calculation:
Energy above the lowest of the compared OMol25 structures with the same formula, charge and spin in kJ/mol: 687.3
Total charge: 0
Frontier orbital gap in eV: 4.035
HOMO level in eV: -9.347
LUMO in eV: -5.312

***

Entry 6:
Molecular formula: C26H18ClF3N2O6S
Method: DFT, ωB97M-V/def2-TZVPD

XYZ file:
```
57
Properties=species:S:1:pos:R:3:nbo_charge:R:1
N -5.0351 1.8556 -1.9535 -0.849
C -4.6229 0.4746 -2.1909 0.690
O -5.2948 -0.2330 -2.8840 -0.523
C -3.3373 -0.0180 -1.4735 -0.503
C -3.6669 -1.1204 -0.4070 -0.412
C -2.4078 -1.2897 0.4673 -0.046
C -1.3908 -2.1713 0.0625 -0.138
C -0.2038 -2.3157 0.8233 -0.347
S 1.0199 -3.4397 0.1575 2.363
O 1.4681 -4.4461 1.0569 -0.839
O 0.4467 -4.1015 -0.9813 -0.919
F 2.2339 -2.5249 -0.4483 -0.477
C -0.0888 -1.5494 1.9962 0.011
C -1.0988 -0.6518 2.4302 -0.190
C -2.2724 -0.5223 1.6646 0.275
N -3.3414 0.3819 2.0670 -0.574
C -4.1169 -0.2905 2.7645 0.897
O -4.8990 -0.7872 3.4655 -0.438
C -0.8472 0.1693 3.7103 0.533
O -1.7081 0.4444 4.4920 -0.457
C 0.6274 0.5667 3.9119 -0.075
Cl 1.0541 2.1182 4.6368 0.047
C 1.5780 -0.2616 3.5066 -0.273
C 1.1804 -1.6102 2.8787 0.521
O 1.8036 -2.6030 3.1073 -0.449
H -4.1879 2.3281 -1.6359 0.358
H -5.6523 1.8004 -1.1400 0.381
H -2.9271 0.8393 -0.8947 0.205
H -2.5323 -0.3273 -2.1655 0.242
H -3.8548 -2.0802 -0.9167 0.241
H -4.5006 -0.7948 0.2347 0.226
H -1.5511 -2.7324 -0.8676 0.265
H 2.6515 -0.0561 3.5846 0.256
F 6.2454 -3.4824 -5.8584 -0.326
C 5.1211 -3.6655 -5.1405 0.396
C 4.8582 -2.8286 -4.0726 -0.288
C 3.6960 -3.0121 -3.3339 -0.194
C 2.8232 -4.0392 -3.6700 -0.233
C 3.1021 -4.8756 -4.7423 -0.191
C 4.2567 -4.6853 -5.4880 -0.286
H 5.5589 -2.0414 -3.8248 0.225
H 3.4703 -2.3609 -2.5011 0.217
H 1.9196 -4.1841 -3.0904 0.231
H 2.4203 -5.6767 -4.9977 0.218
H 4.4885 -5.3210 -6.3329 0.227
F -1.1744 3.9391 1.7306 -0.329
C -0.2743 4.9332 1.8651 0.397
C -0.5830 6.0223 2.6568 -0.285
C 0.3473 7.0424 2.7983 -0.189
C 1.5678 6.9661 2.1395 -0.228
C 1.8615 5.8671 1.3433 -0.190
C 0.9376 4.8403 1.2085 -0.288
H -1.5425 6.0675 3.1558 0.231
H 0.1201 7.8974 3.4219 0.220
H 2.2906 7.7650 2.2477 0.218
H 2.8110 5.8093 0.8267 0.219
H 1.1524 3.9716 0.5990 0.225
```

Values from the calculation:
Total charge: 0
Frontier orbital gap in eV: 7.426
HOMO level in eV: -9.144
LUMO in eV: -1.718